{
  "formula": "C29H19Br3N3O3S2Sr",
  "method": "ωB97M-V with the def2-TZVPD basis set",
  "symbols": ["C", "H", "C", "C", "C", "C", "C", "H", "C", "C", "C", "C", "H", "C", "S", "C", "O", "H", "Br", "C", "H", "H", "H", "S", "C", "O", "C", "N", "H", "C", "H", "C", "Sr", "H", "O", "Br", "Br", "C", "N", "C", "N", "C", "C", "H", "H", "C", "H", "H", "H", "C", "H", "H", "C", "H", "C", "C", "C", "C", "C", "H"],
  "xyz": [[-2.845, -5.471, 18.662], [-1.575, -8.425, 16.631], [1.356, -2.494, 16.030], [4.031, -6.516, 20.670], [4.310, 1.827, 17.565], [4.501, -1.672, 19.764], [2.181, -5.353, 19.659], [5.744, -4.690, 24.503], [2.006, 0.824, 18.911], [1.957, 1.945, 18.066], [4.470, 0.671, 18.376], [4.090, -5.477, 21.641], [-3.102, -4.667, 19.331], [3.091, -6.444, 19.685], [2.614, -1.267, 16.158], [2.198, -4.262, 20.525], [-1.247, -3.266, 18.797], [3.021, -7.209, 18.926], [1.828, -2.147, 22.754], [-3.421, -6.710, 18.876], [-0.255, -5.375, 15.855], [2.017, -1.938, 12.580], [1.456, -5.343, 18.851], [1.096, -3.107, 14.399], [-1.485, -6.347, 16.878], [-0.632, -6.291, 15.838], [5.679, -0.060, 18.481], [-0.171, -3.861, 16.831], [1.492, -0.293, 14.297], [5.001, -5.574, 22.741], [-4.176, -6.835, 19.640], [3.107, 2.430, 17.417], [0.635, -2.021, 19.759], [4.046, -2.835, 24.491], [0.991, 0.341, 19.516], [5.710, 2.361, 16.427], [0.259, 2.583, 17.532], [-1.061, -4.013, 17.799], [0.724, -2.815, 17.073], [2.426, -0.827, 14.388], [3.373, -1.011, 19.693], [-2.930, -7.796, 18.187], [3.324, 0.175, 19.024], [6.564, 0.318, 17.961], [4.761, -7.341, 20.755], [5.040, -4.625, 23.714], [6.576, -1.826, 19.244], [5.663, -6.427, 22.791], [4.480, -2.594, 20.324], [3.170, -4.397, 21.566], [3.358, -2.574, 13.616], [-3.297, -8.793, 18.428], [3.199, -3.507, 22.655], [3.253, -0.149, 14.128], [-1.846, -5.271, 17.714], [2.367, -2.110, 13.591], [-1.968, -7.602, 17.192], [5.696, -1.227, 19.171], [4.081, -3.562, 23.689], [3.028, 3.299, 16.771]],
  "mulliken_charge": [-0.578, 0.405, -0.422, -0.895, 0.065, 0.041, -0.290, 0.426, 0.513, -0.130, 1.355, 1.195, 0.333, -0.846, 0.119, -0.069, -1.045, 0.424, -0.218, -0.618, 0.550, 0.356, 0.253, -0.122, 0.236, -0.662, -0.763, -0.661, 0.363, -0.879, 0.373, -0.518, 1.793, 0.378, -1.031, -0.261, -0.195, 0.520, 0.381, -0.753, 0.369, -0.389, -0.563, 0.269, 0.269, -0.526, 0.496, 0.321, 0.067, -0.416, 0.285, 0.352, 0.612, 0.368, 0.640, -0.452, -0.586, -1.042, -0.579, 0.384],
  "total_energy_ha": -10055.819966,
  "homo_lumo_gap_ha": 0.25832,
  "homo_energy_ev": -4.9,
  "e_above_lowest_kcal_mol": 0.0,
  "total_charge": -1,
  "spin_multiplicity": 1
}